Record 1
Formula: C45H43F5O3P2SZr
Source: OMol25
Level of theory: ωB97M-V/def2-TZVPD

Summary:
Energy above the lowest of the compared OMol25 structures with the same formula, charge and spin ... 93.0 kJ/mol
Kohn-Sham gap ... 0.174 Ha

Structure (ORCA input):
```
! RIJCOSX wB97M-V def2-TZVPD def2/J DEFGRID3
* xyz -2 1
H -0.17 -0.52 2.95
C 5.98 -2.45 -2.67
H -0.37 1.74 2.55
H -5.44 4.74 -1.54
H -3.40 -1.51 -3.40
C 2.23 -2.17 -0.82
C -5.37 -6.08 0.01
H 2.45 -0.28 -1.80
C 4.47 5.33 1.66
H 7.86 -3.45 -2.34
C 3.97 -0.27 -0.28
F -6.53 -6.67 -0.35
C -2.23 5.10 2.37
H -5.33 -3.06 -3.26
C 3.92 4.33 2.46
H 4.98 0.24 1.60
H -1.04 5.49 0.62
C 2.78 3.66 2.05
H 5.20 1.52 -0.44
H 0.17 -4.10 -1.35
H 1.60 -0.74 2.96
C 0.13 -3.12 -1.82
H -6.40 -3.50 -1.07
C -3.98 -1.34 -0.07
C -5.22 -5.50 1.25
C -3.11 1.64 -1.46
F -4.00 -4.32 2.83
H -2.94 2.02 0.64
C -5.56 -2.81 -1.14
H 3.45 1.81 -0.53
O 0.70 -2.15 -0.97
O -1.38 0.17 0.01
C -3.40 -1.06 -1.30
H 2.28 -2.76 1.37
C 6.17 -1.58 -0.06
H -4.44 3.99 0.60
F -2.13 -5.40 -1.40
C -2.54 4.21 3.38
H -4.93 3.51 -3.63
S -1.45 -4.02 1.21
H -0.92 -2.86 -1.98
H 2.36 2.86 2.65
C -3.12 -5.41 -0.49
C -3.39 2.34 -0.29
C -4.97 -2.56 -2.36
C -3.88 -1.69 -2.44
C 0.06 3.38 -1.25
H 4.29 6.43 -0.17
H 2.22 5.22 -0.89
C 4.98 -1.66 -2.13
H -3.56 -0.90 0.82
C -1.26 4.79 1.42
C 7.09 -2.82 -1.91
C -5.06 -2.21 0.01
Zr 0.63 -0.49 0.29
C -4.51 3.18 -2.69
H 4.39 4.06 3.39
P 0.66 3.07 0.26
H 6.26 -1.27 0.97
H 5.88 -2.81 -3.69
C -4.29 -6.03 -0.86
P -2.00 0.16 -1.45
H -3.43 1.55 -3.57
H -3.30 4.45 4.11
C 2.71 4.99 0.05
H -0.73 4.10 -1.37
C 0.67 -1.03 2.46
C -1.86 3.00 3.46
H 0.68 -3.12 -2.77
C 3.86 5.65 0.46
C -4.79 3.87 -1.52
H 8.02 -2.67 0.02
H 5.37 5.84 1.98
C 7.17 -2.39 -0.60
H -2.10 2.28 4.24
C 4.02 -0.16 1.26
H 3.65 -3.23 0.37
H 4.31 1.12 -1.92
H 2.12 -4.06 0.20
H 0.63 3.10 -2.13
C -4.23 3.45 -0.32
H -2.76 6.05 2.30
C -4.04 -4.88 1.61
C 2.57 -3.08 0.36
H 3.24 0.54 1.57
F -6.26 -5.52 2.11
H 4.11 -1.42 -2.71
C -3.67 2.08 -2.66
F -4.42 -6.58 -2.08
C 2.57 -0.69 -0.78
C -2.91 -4.80 0.77
C -0.59 3.58 1.49
C -0.89 2.69 2.51
C 2.16 3.98 0.84
O 1.13 1.63 0.58
H 3.84 -1.12 1.74
C 5.06 -1.20 -0.81
H -5.50 -2.43 0.98
H 0.51 -2.10 2.60
C 4.25 1.14 -0.83
*
```

Atomic partial charges in e from the Mulliken method, atoms 1 to 6:
1. H 0.435
2. C -1.084
3. H 0.197
4. H 0.352
5. H 0.341
6. C 0.041


Record 2
Formula: C45H43N3O5SV
Source: OMol25
Level of theory: ωB97M-V/def2-TZVPD

Summary:
Energy above the lowest of the compared OMol25 structures with the same formula, charge and spin ... 0.0 kJ/mol
Kohn-Sham gap ... 0.207 Ha

Structure (ORCA input):
```
! RIJCOSX wB97M-V def2-TZVPD def2/J DEFGRID3
* xyz 3 1
H 1.22 2.66 3.20
H -3.74 5.89 -0.24
H 0.82 -1.52 3.50
H -4.04 -2.59 1.74
H -6.04 3.32 2.30
H 1.77 -0.89 5.92
C 5.59 0.24 -0.06
C -0.48 -3.06 -0.49
H -0.65 4.64 -2.52
C 2.92 3.35 -1.79
H -1.17 -0.01 -4.81
H -1.53 -1.65 -4.27
C -3.71 3.91 0.52
C 1.27 1.69 3.67
C -2.58 -4.76 -1.17
C 1.00 0.10 -1.69
H -1.14 -6.34 -1.03
H 6.22 0.32 0.82
O 1.61 1.09 0.39
C -3.75 -0.48 1.52
H 1.26 -0.55 -5.57
O 0.96 0.25 -3.07
H -3.56 -0.52 0.45
O 0.46 -1.92 -2.61
H -5.99 1.70 1.55
H -4.58 -0.26 5.29
C 0.69 -2.16 -0.23
C 3.47 0.60 -1.14
H 1.30 6.13 -2.83
H -3.78 -2.98 -1.28
H 7.13 -0.63 -1.28
H -3.40 -5.42 -1.44
C 0.53 2.98 -1.85
H -5.07 4.87 -0.81
C 5.31 -0.35 -2.37
C -1.07 -0.71 -3.98
C -5.77 2.76 1.41
H 5.06 -2.85 1.30
C 1.82 2.50 -1.60
C 4.00 0.10 -2.33
C 2.19 -3.96 2.71
H 0.03 0.39 -1.23
H 3.90 1.11 0.91
C -1.32 -5.27 -0.94
H -1.92 -1.47 -0.72
C 1.18 -1.42 -1.51
C 4.00 -3.01 1.45
C -1.75 -2.54 -0.75
C -4.33 -0.32 4.24
H -5.09 5.52 0.84
C 3.55 -3.74 2.54
H 2.24 -1.65 -1.63
C -4.03 -1.63 2.24
C -4.44 5.12 0.05
H 3.50 -1.93 -0.30
O 0.01 -1.00 0.74
C 1.73 -2.70 0.69
C -3.75 0.74 2.18
H 2.25 -1.57 -4.51
O -1.17 1.59 1.21
C 0.39 -0.95 -3.65
C -4.33 -1.55 3.59
C -2.24 2.35 1.01
H -1.60 -0.32 -3.11
C -0.27 -4.43 -0.60
C 1.07 -0.54 3.88
H -0.33 2.34 -1.76
S 1.86 1.45 5.22
N -3.44 1.92 1.44
C 2.05 1.09 -1.15
C -4.03 0.84 3.54
H 0.71 -4.85 -0.43
H 0.23 -3.63 1.93
H 5.71 -0.73 -3.30
N 0.90 0.57 3.07
H -4.03 1.81 4.03
H 0.82 -2.24 -5.29
H -1.58 4.19 -0.02
C -2.80 -3.39 -1.08
C 4.28 0.69 -0.02
C 6.11 -0.28 -1.24
C 3.10 -2.49 0.53
C 1.56 -0.22 5.10
C 0.35 4.28 -2.29
H 3.58 5.30 -2.37
H -6.31 3.13 0.54
H -4.56 -2.44 4.15
C 1.45 5.12 -2.47
C 2.72 4.65 -2.22
H 4.26 -4.16 3.24
H 3.39 0.08 -3.23
N -4.34 2.90 1.14
C 1.29 -3.44 1.80
V 0.26 0.56 1.19
C 1.23 -1.35 -4.83
C -2.35 3.59 0.42
H 1.84 -4.55 3.55
H 3.92 2.99 -1.61
*
```

Atomic partial charges in e from the Mulliken method, atoms 1 to 6:
1. H 0.397
2. H 0.398
3. H 0.530
4. H 0.505
5. H 0.328
6. H 0.456


Record 3
Formula: C45H43N5O2PS4Sn
Source: OMol25
Level of theory: ωB97M-V/def2-TZVPD

Summary:
Energy above the lowest of the compared OMol25 structures with the same formula, charge and spin ... 0.0 kJ/mol
Kohn-Sham gap ... 0.255 Ha

Structure (ORCA input):
```
! RIJCOSX wB97M-V def2-TZVPD def2/J DEFGRID3
* xyz 1 1
C 17.24 23.41 9.66
C 10.64 28.95 5.47
H 18.12 27.77 12.75
H 19.34 23.49 9.21
N 10.88 18.86 10.83
H 6.47 15.10 10.17
C 14.10 21.38 12.21
C 10.34 22.94 11.02
C 10.23 16.10 10.74
H 13.35 19.42 11.51
C 9.87 14.77 10.72
H 6.91 24.48 10.21
C 10.94 27.73 12.22
N 8.81 19.59 10.47
C 13.80 30.68 9.61
Sn 12.75 25.58 10.76
C 14.83 32.82 9.11
H 14.70 34.34 10.64
C 11.07 27.75 6.03
C 16.23 28.96 9.17
H 6.35 12.98 9.86
N 10.14 24.28 11.13
H 16.57 26.75 6.02
H 14.36 27.13 6.92
H 16.03 29.20 12.88
C 17.15 27.36 12.42
C 8.94 24.79 10.87
C 9.23 22.08 10.69
C 14.49 33.30 10.38
C 18.43 23.37 8.67
C 17.49 28.63 8.70
H 18.65 27.66 7.18
P 13.45 29.00 9.07
C 7.88 16.70 10.46
H 11.24 16.45 10.91
H 14.71 31.16 7.71
C 9.61 18.47 10.66
H 7.01 11.50 10.64
H 13.10 30.45 11.66
C 7.97 22.63 10.38
H 18.37 29.02 9.20
H 6.53 12.93 11.66
N 12.78 28.04 10.24
C 13.66 22.67 12.47
C 14.48 31.53 8.72
H 13.49 32.79 12.22
C 11.87 27.77 7.17
H 16.07 29.63 10.03
C 9.58 20.71 10.64
C 11.65 22.38 11.33
H 10.63 14.00 10.82
O 8.32 13.04 10.61
S 9.40 27.96 12.81
C 15.22 27.58 7.42
O 14.81 25.80 11.23
C 13.21 20.49 11.60
H 12.16 26.87 7.72
H 7.13 21.97 10.16
C 11.97 21.01 11.17
H 15.37 33.47 8.43
C 8.53 14.40 10.60
C 9.22 17.07 10.62
C 7.51 15.37 10.36
C 10.85 20.21 10.85
C 6.96 12.61 10.71
C 7.82 24.00 10.49
C 17.64 27.85 7.57
H 7.13 17.48 10.32
H 17.95 25.32 10.35
H 12.38 31.17 7.38
H 17.14 27.52 11.33
C 12.39 28.99 7.63
H 8.86 25.86 11.02
H 16.49 25.47 9.40
C 17.00 24.82 10.12
N 12.57 23.21 11.92
C 16.51 27.33 6.93
H 18.32 24.19 7.94
H 14.20 23.31 13.15
H 10.81 31.09 5.47
H 17.47 22.82 10.55
S 12.14 26.79 12.95
H 18.16 25.45 12.61
S 16.06 24.86 11.67
H 18.43 22.42 8.15
H 10.78 26.79 5.62
H 15.99 27.98 14.16
C 13.51 31.14 10.90
H 15.02 27.73 12.69
C 11.12 30.15 5.96
C 17.14 25.88 12.73
C 13.81 32.45 11.25
C 12.01 30.20 7.02
S 11.28 28.59 10.69
H 7.81 19.57 10.38
H 16.31 23.04 9.21
H 9.95 28.95 4.66
C 15.97 28.11 13.08
H 16.81 25.65 13.77
C 15.07 28.44 8.50
H 15.08 21.05 12.50
*
```

Atomic partial charges in e from the Mulliken method, atoms 1 to 6:
1. C -0.350
2. C -0.626
3. H 0.579
4. H 0.397
5. N -0.757
6. H 0.296


Number 1: electronic energy -3593.624205 Ha. Number 2: electronic energy -3622.344624 Ha. Number 3: electronic energy -4313.094333 Ha.